# 1
ORCA calculation (the ωB97M-V functional and the def2-TZVPD basis) on a single C5H2O molecule.

Geometry as XYZ:
```
8
Properties=species:S:1:pos:R:3
C 2.09899 -0.50143 0.41809
C 1.30284 0.14114 -0.22688
C 0.09652 0.65858 -0.61980
C -1.11008 0.88389 -0.62882
C -1.68462 0.12430 0.52061
O -2.08280 -1.00392 0.46413
H 2.75242 -1.07366 1.03527
H -1.56541 0.65837 1.47659
```

Calculated values
- spin multiplicity = 1
- energy above the lowest of the compared OMol25 structures with the same formula, charge and spin (kcal per mole) = 32.8
- net charge = 0
- SMILES = C#CC#CC=O
- M (Da) = 78.1
- highest occupied orbital energy (eV) = -10.2434

---

# 2
ORCA calculation (the ωB97M-V functional and the def2-TZVPD basis) on a single C4H4N2O molecule.

Geometry as XYZ:
```
11
Properties=species:S:1:pos:R:3
N 0.81243 -0.22867 1.54627
C 0.83396 0.72946 0.63526
C 0.94467 0.31440 -0.84559
O -0.17501 -0.55885 -1.00774
C -1.07805 -0.73266 0.08574
C -0.52057 0.24583 1.13911
N -0.39945 1.51784 0.79784
H 1.85911 -0.23571 -1.08086
H 0.83191 1.19011 -1.48396
H -2.08975 -0.48789 -0.24725
H -1.01925 -1.75386 0.46117
```

Calculated values
- spin multiplicity = 1
- energy above the lowest of the compared OMol25 structures with the same formula, charge and spin (kcal per mole) = 126.5
- net charge = 0
- M (Da) = 96.1
- highest occupied orbital energy (eV) = -9.0914